*w*
A single C4H7NO2S molecule. Source: the Open Molecules 2025 dataset; level of theory: wB97M-V/def2-TZVPD.

Last column: Mulliken charge in e.
Positions of all 15 atoms, in Å:
C 1.4824 -0.6318 -0.9558  -1.012
C 0.5387 0.3831 1.1971  -0.205
C -0.8572 0.9086 1.2619  -0.463
C -1.7578 0.6227 0.3471  -0.329
H 1.3888 -1.4040 -1.7185  0.339
H 2.3415 -1.1487 -0.3821  0.352
H 1.7549 0.3164 -1.3912  0.353
H 0.7943 -0.3950 2.0688  0.241
H 1.3306 1.2760 1.2283  0.269
H -1.0790 1.3804 2.1316  0.464
H -2.7470 1.1304 0.2150  0.342
N 0.3987 -0.5313 0.0633  -0.094
O -1.5754 -1.7759 -0.9181  -0.584
O -0.9386 0.2859 -2.2078  -0.564
S -1.0750 -0.4167 -0.9397  0.890

Its HOMO energy is -9.594 eV. The molar mass is 133.17 g/mol. The frontier orbital gap comes out at 10.3 eV. The SMILES is CN1CC=CS1(=O)=O. The value obtained for the LUMO energy is 0.02745 hartree.


*x*
A single C4H7NO2S molecule. Source: the Open Molecules 2025 dataset; level of theory: wB97M-V/def2-TZVPD.

Last column: Mulliken charge in e.
Positions of all 15 atoms, in Å:
O 0.8446 0.4602 -1.9419  -0.609
C 0.0503 0.1073 -1.1024  0.491
N -1.2383 0.2608 -1.6404  -0.167
C -2.4354 -0.0185 -0.8404  0.071
O -3.3884 0.5264 -1.2603  -0.471
C 0.3071 -0.4832 0.3155  -0.617
C 1.5058 0.2829 0.9113  -0.481
S 1.5966 -0.4474 2.6121  -0.264
H -1.3342 0.7729 -2.5161  0.266
H -2.4278 -0.6398 0.0772  0.324
H 0.6024 -1.4909 0.2799  0.363
H -0.6320 -0.3945 0.8914  0.329
H 1.2063 1.4322 1.0774  0.284
H 2.4495 0.1845 0.2385  0.351
H 2.8935 -0.5528 2.8982  0.130

Its HOMO energy is -9.486 eV. The molar mass is 133.17 g/mol. The frontier orbital gap comes out at 10.2 eV. The SMILES is O=CNC(=O)CCS. The value obtained for the LUMO energy is 0.02537 hartree.


*x* wins, 197.8 kJ/mol ahead of the next structure.


*w*
A single C2H2FN molecule. Source: the Open Molecules 2025 dataset; level of theory: wB97M-V/def2-TZVPD.

Last column: Mulliken charge in e.
Positions of all 6 atoms, in Å:
C -0.3906 0.2270 -0.0728  -0.062
C 1.0830 0.0010 -0.2669  0.237
H -0.4867 0.6286 0.9796  0.165
H -1.2888 0.9475 -0.5297  0.264
N 2.1264 -0.7410 -0.0143  -0.365
F -1.0432 -1.0631 -0.0959  -0.239

Its HOMO energy is -11.520 eV. The molar mass is 59.04 g/mol. The frontier orbital gap comes out at 11.4 eV. The SMILES is N#CCF. The value obtained for the LUMO energy is -0.00411 hartree.


*x*
2 unconnected molecules or ions with the total composition C2H2FN. Source: the Open Molecules 2025 dataset; level of theory: wB97M-V/def2-TZVPD.

Last column: Mulliken charge in e.
Positions of all 6 atoms, in Å:
C 0.6732 0.1471 0.6057  -0.024
C -0.1161 -0.1064 -0.5244  0.217
N 0.4053 1.1875 -0.0752  -0.337
F -2.0000 -0.2356 0.0172  -0.550
H 1.0606 -0.4420 1.3609  0.321
H -0.0230 -0.5507 -1.3841  0.373

Its HOMO energy is -11.319 eV. The molar mass is 59.04 g/mol. The frontier orbital gap comes out at 11.1 eV. The value obtained for the LUMO energy is -0.00631 hartree.


*w* wins, 146.5 kJ/mol ahead of the next structure.


*w*
A single C2H2FN molecule. Source: the Open Molecules 2025 dataset; level of theory: wB97M-V/def2-TZVPD.

Last column: Mulliken charge in e.
Positions of all 6 atoms, in Å:
C -0.4120 -0.2381 0.0826  -0.031
C 0.9310 0.1998 -0.3007  0.131
N 1.9553 0.6084 -0.6085  -0.310
F -1.4101 0.6106 -0.3929  -0.240
H -0.8334 -1.2432 0.0704  0.296
H -0.2309 0.0625 1.1492  0.154

Its HOMO energy is -12.037 eV. The molar mass is 59.04 g/mol. The frontier orbital gap comes out at 12.7 eV. The SMILES is N#CCF. The value obtained for the LUMO energy is 0.02617 hartree.


*x*
A single C2H2FN molecule. Source: the Open Molecules 2025 dataset; level of theory: wB97M-V/def2-TZVPD.

Last column: Mulliken charge in e.
Positions of all 6 atoms, in Å:
C -0.2065 -0.1503 -0.0145  -0.609
C -1.4322 -0.9897 0.0645  0.437
N -2.5485 -1.7429 0.0909  -0.263
F -3.5345 -1.4703 1.0573  -0.129
H -0.3741 0.7779 -0.3895  0.268
H 0.6827 -0.5766 0.1431  0.297

Its HOMO energy is -10.101 eV. The molar mass is 59.04 g/mol. The frontier orbital gap comes out at 9.6 eV. The SMILES is C=C=NF. The value obtained for the LUMO energy is -0.01888 hartree.


*w* wins, 391.6 kJ/mol ahead of the next structure.


*w*
A molecular structure, C5H17N3. Source: the Open Molecules 2025 dataset; level of theory: wB97M-V/def2-TZVPD.

Last column: Mulliken charge in e.
Positions of all 25 atoms, in Å:
C 1.1987 1.1236 0.8587  -0.018
C 1.0943 -0.8907 0.7883  -0.991
C 1.6528 1.4973 -0.5342  -0.971
C 1.4153 -1.7454 -0.4377  -0.799
N 0.0450 1.7466 1.2521  -0.770
H 2.0116 1.1552 1.5860  0.468
H -0.9037 1.1841 0.6255  0.696
H -0.1049 1.6200 2.2486  0.266
H 0.2770 -1.3344 1.3678  0.450
H 1.9369 -0.9625 1.4804  0.393
H 1.9235 2.5569 -0.5414  0.376
H 2.5241 0.9178 -0.8333  0.301
H 0.8606 1.3486 -1.2680  0.033
H 0.5639 -1.8315 -1.1187  0.161
H 2.2377 -1.3238 -1.0219  0.221
H 1.7172 -2.7672 -0.1831  0.348
C -1.9374 -0.0609 -1.4453  -0.886
N -1.5454 0.1324 -0.0524  0.134
N -2.4318 -0.4011 0.9244  -0.652
H -0.5606 -0.2957 0.1047  -0.169
H -2.5708 -1.3966 0.7616  0.246
H -3.3273 0.0723 0.8521  0.245
H -1.9889 -1.1306 -1.6830  0.322
H -1.1793 0.3849 -2.0878  0.254
H -2.9085 0.4008 -1.6434  0.342

Its HOMO energy is -7.371 eV. The molar mass is 119.21 g/mol. The frontier orbital gap comes out at 8.2 eV. The value obtained for the LUMO energy is 0.03083 hartree.


*x*
2 unconnected molecules or ions with the total composition C5H17N3. Source: the Open Molecules 2025 dataset; level of theory: wB97M-V/def2-TZVPD.

Last column: Mulliken charge in e.
Positions of all 25 atoms, in Å:
C -0.2305 1.5370 -0.8048  0.109
C 0.9684 0.4255 -1.2153  -0.648
C 0.2119 2.3031 0.4298  -1.313
C 0.5907 -0.3752 -2.4564  -1.404
N -1.4893 0.8927 -0.6188  -0.399
H -0.2935 2.2153 -1.6609  0.329
H -2.1429 1.3493 0.0238  0.206
H -1.8589 0.4912 -1.4763  0.203
H 1.5112 -0.2026 -0.5037  0.537
H 1.7951 1.0899 -1.4994  0.395
H 0.2222 1.6559 1.3130  0.217
H 1.2141 2.7185 0.2919  0.345
H -0.4642 3.1411 0.6332  0.416
H -0.1996 -1.1005 -2.2378  0.299
H 1.4579 -0.9006 -2.8687  0.404
H 0.2147 0.2780 -3.2503  0.330
C -0.3146 -1.4289 1.3002  0.448
N 0.0495 -2.8006 1.0204  -0.724
N -0.2764 -1.3379 2.7342  -0.670
H -0.8957 -0.6000 3.0700  0.249
H 0.6366 -1.0274 3.0563  0.235
H 0.9090 -3.0164 1.5223  0.231
H -0.6113 -3.3935 1.5217  0.305
H -1.3441 -1.2756 0.9515  0.337
H 0.3394 -0.6386 0.7244  -0.438

Its HOMO energy is -8.801 eV. The molar mass is 119.21 g/mol. The frontier orbital gap comes out at 9.8 eV. The SMILES is CC[C@H](C)N.NCN. The value obtained for the LUMO energy is 0.03622 hartree.


*x* wins, 256.2 kJ/mol ahead of the next structure.


*w*
A single C7H17N molecule. Source: the Open Molecules 2025 dataset; level of theory: wB97M-V/def2-TZVPD.

Last column: Mulliken charge in e.
Positions of all 25 atoms, in Å:
C -0.4078 -0.4027 0.4350  -1.046
C -1.0101 0.4197 1.5691  0.926
C -2.1623 -0.4474 2.1281  -1.677
C -1.5050 1.7896 1.1609  -1.575
C 0.7819 0.2590 -0.3129  -0.587
N 1.0032 -0.4686 -1.5673  -0.084
C 1.8006 0.3350 -2.5060  -1.070
C 1.7450 -1.7259 -1.3231  -1.018
H -1.1331 -0.4960 -0.3805  0.303
H -0.0787 -1.3948 0.7369  0.341
H -0.3344 0.4536 2.4289  0.293
H -1.8304 -1.4618 2.3222  0.400
H -2.5456 0.0014 3.0451  0.440
H -3.0582 -0.3710 1.5028  0.364
H -0.8111 2.6240 1.1076  0.333
H -2.3022 2.0498 1.8610  0.437
H -2.0626 1.7311 0.2182  0.319
H 1.6676 0.2147 0.3346  0.216
H 0.4689 1.2715 -0.5667  0.583
H 2.4906 -0.2952 -3.0650  0.436
H 1.0864 0.8006 -3.1814  0.329
H 2.4102 1.1929 -2.1875  0.310
H 1.5373 -2.4311 -2.1216  0.293
H 1.4324 -2.1329 -0.3661  0.326
H 2.8178 -1.5153 -1.2726  0.411

Its HOMO energy is -8.538 eV. The molar mass is 115.22 g/mol. The frontier orbital gap comes out at 9.7 eV. The SMILES is CC(C)CCN(C)C. The value obtained for the LUMO energy is 0.04129 hartree.


*x*
A molecular structure, C7H17N. Source: the Open Molecules 2025 dataset; level of theory: wB97M-V/def2-TZVPD.

Last column: Mulliken charge in e.
Positions of all 25 atoms, in Å:
C 1.1984 -1.4999 1.8160  -1.381
C 0.9146 -1.8039 0.3382  0.535
C 0.0734 -3.0780 0.1659  -1.461
N 0.5100 -0.6686 -0.5024  -0.353
C -0.1952 0.5328 0.2499  -1.187
C -0.7022 1.4954 -0.8263  0.880
C -1.7207 2.5181 -0.3523  -1.545
C 0.4812 2.1635 -1.5386  -1.533
H 0.2003 -1.3257 2.2380  0.286
H 1.7119 -0.5467 1.9443  0.327
H 1.7283 -2.3143 2.3026  0.407
H 1.8518 -2.1013 -0.1442  0.237
H -0.1401 -3.1331 -0.9014  0.395
H 0.6915 -3.9233 0.4941  0.432
H -0.8356 -3.1571 0.7653  0.322
H 0.5213 1.0712 0.8820  0.585
H -0.5525 -0.6230 -0.3934  0.222
H -1.0171 0.4017 0.9736  0.353
H -1.1361 0.8908 -1.6347  0.229
H -2.3773 2.8546 -1.1455  0.379
H -2.4256 2.1221 0.3828  0.403
H -1.2372 3.3814 0.0974  0.332
H 0.2060 2.6553 -2.4541  0.404
H 1.1372 2.7597 -0.9076  0.361
H 1.1137 1.3283 -1.8495  0.369

Its HOMO energy is -9.589 eV. The molar mass is 115.22 g/mol. The frontier orbital gap comes out at 10.6 eV. The value obtained for the LUMO energy is 0.03719 hartree.


*y*
3 unconnected molecules or ions with the total composition C7H17N. Source: the Open Molecules 2025 dataset; level of theory: wB97M-V/def2-TZVPD.

Last column: Mulliken charge in e.
Positions of all 25 atoms, in Å:
C -1.1621 -0.5284 0.7266  0.044
C -1.4599 -1.1744 -0.4140  -0.492
C 1.5005 -0.4496 1.1152  0.229
C -1.4766 0.9219 0.9611  -1.379
C 0.5009 0.4005 -2.7403  -0.923
C 1.9073 0.5196 0.2877  -0.929
C 1.3765 -0.2576 2.5941  -1.148
N -2.1454 -0.6331 -1.4852  -0.524
H -0.9600 -1.1324 1.5956  0.522
H -1.2623 -2.2338 -0.5084  0.333
H 1.5433 -1.4825 0.7841  0.315
H -1.9281 -1.0256 -2.3888  0.270
H -2.1842 0.3743 -1.4936  0.268
H -1.0473 1.2573 1.9006  0.268
H -1.0661 1.5427 0.1629  0.275
H -2.5536 1.0972 1.0030  0.377
H 0.5881 -0.6742 -2.8257  0.288
H 1.4143 0.8612 -3.0984  0.360
H -0.3184 0.7485 -3.3570  0.339
H 0.5943 -0.8830 3.0205  0.300
H 2.3135 -0.5436 3.0755  0.348
H 0.3841 0.6694 -1.6828  -0.058
H 1.9822 1.5421 0.6249  0.251
H 2.2865 0.3005 -0.6946  0.386
H 1.1727 0.7830 2.8368  0.279

Its HOMO energy is -7.583 eV. The molar mass is 115.22 g/mol. The frontier orbital gap comes out at 8.6 eV. The SMILES is C/C=C\N.C=CC.C. The value obtained for the LUMO energy is 0.03655 hartree.


*w* wins, 83.8 kJ/mol ahead of the next structure.


*w*
A single C3H3ClO2 molecule. Source: the Open Molecules 2025 dataset; level of theory: wB97M-V/def2-TZVPD.

Last column: Mulliken charge in e.
Positions of all 9 atoms, in Å:
C -0.3267 -0.4444 0.3213  -0.085
C 2.1748 -0.8209 0.1631  0.006
C 0.8878 -1.1373 0.6795  0.248
O 3.1319 -1.5091 0.2357  -0.453
O -1.5370 -0.7648 0.8525  -0.435
Cl 0.7981 -2.6004 1.5440  -0.150
H -0.4680 0.4955 -0.2158  0.266
H 2.2439 0.1939 -0.3727  0.237
H -2.2030 -0.1733 0.3928  0.366

Its HOMO energy is -9.199 eV. The molar mass is 106.51 g/mol. The frontier orbital gap comes out at 9.2 eV. The SMILES is O=C/C(Cl)=C/O. The value obtained for the LUMO energy is 0.00146 hartree.


*x*
A single C3H3ClO2 molecule. Source: the Open Molecules 2025 dataset; level of theory: wB97M-V/def2-TZVPD.

Last column: Mulliken charge in e.
Positions of all 9 atoms, in Å:
C 0.8129 1.1173 -0.2420  -0.383
C 0.2231 -0.0455 -0.8900  0.447
C -0.3868 -0.9298 1.1624  -0.136
O -0.4945 1.0736 -0.6541  -0.311
O -0.0950 -1.1494 -0.1547  -0.333
Cl -1.7242 0.0310 1.5112  -0.113
H 1.5944 1.8300 -0.6360  0.228
H 0.3142 -0.1688 -2.0601  0.312
H -0.2441 -1.7585 1.9634  0.289

Its HOMO energy (spin up / spin down) is -8.987 / -8.055 eV. The molar mass is 106.51 g/mol. The frontier orbital gap (spin up / spin down) comes out at 9.2 / 7.8 eV. The value obtained for the LUMO energy (spin up / spin down) is 0.00828 / -0.00814 hartree.


*w* wins, 421.6 kJ/mol ahead of the next structure.